Record 1
Formula: C24H46BrFNO3
Source: OMol25
Level of theory: ωB97M-V with the def2-TZVPD basis set

Structure (XYZ):
```
76
C24H46BrFNO3 ωB97M-V with the def2-TZVPD basis set
H -2.88 0.72 3.48
H 2.87 3.01 -3.14
H 3.58 -2.46 1.77
H -6.53 -0.52 -2.98
O -3.50 1.14 -1.00
H -5.33 0.42 -0.32
H -0.18 3.92 0.36
H -3.26 -1.37 4.66
H 4.86 -3.37 0.11
H -3.62 -0.96 -2.29
C -2.65 -1.78 3.86
H 4.80 0.24 -1.01
H -4.00 1.79 1.25
H 5.99 -2.06 0.03
C -3.41 0.30 2.62
O -1.40 0.86 -0.19
C -4.64 -0.84 -1.94
H 5.61 -3.54 3.08
C -3.11 1.19 1.39
H 3.60 2.37 -1.71
H 3.20 -0.80 -3.34
Br -4.50 -2.14 1.70
H -5.11 -2.83 -4.23
H -4.85 -1.63 -1.22
C 2.25 1.00 -2.63
H -0.18 3.56 -2.31
H 0.82 2.37 1.75
F 0.10 0.93 3.62
H 6.85 -2.96 1.95
C 4.29 -1.75 1.36
C -5.81 -2.47 -3.49
H -5.07 -0.55 -4.01
C 4.26 -1.84 -1.23
C 6.21 -2.68 2.78
H -2.42 3.12 1.39
H 3.13 -0.15 -0.64
H 3.77 -0.81 1.20
H 1.82 4.23 -1.43
H -5.69 -3.10 -2.61
H -1.72 2.23 2.54
C -4.77 0.52 -1.25
H 5.96 -0.64 2.19
C 3.94 -0.36 -1.33
H -1.64 3.48 -0.60
C 5.33 -1.48 2.46
H 4.96 -2.08 -2.04
H -2.82 -0.52 -0.01
H 1.98 2.94 -0.28
C 2.65 2.43 -2.24
C 0.19 2.89 -1.54
C -2.99 -1.16 2.51
C 1.68 3.16 -1.30
H 1.11 1.07 0.63
O -0.14 -0.74 2.15
H 4.27 0.59 -3.22
C 3.45 0.07 -2.73
N -2.01 2.21 1.56
C -0.88 1.88 0.55
H -0.02 1.86 -1.82
H 6.87 -2.44 3.62
C -2.80 0.56 0.03
C -5.57 -0.99 -3.15
H -6.81 -2.64 -3.87
H 3.37 -2.43 -1.45
C 4.93 -2.28 0.07
H -2.16 -1.30 1.83
H 1.76 1.04 -3.60
H 1.53 0.56 -1.95
H 4.79 -1.19 3.37
C 0.12 0.43 2.36
H -4.47 0.38 2.83
H -2.77 -2.85 3.82
H -1.60 -1.58 4.06
C 0.38 1.48 1.32
C -0.65 3.16 -0.27
H -5.32 1.20 -1.89
```

## Properties
Net charge: +1
SMILES string: CCCCCCCCCCCC[C@@]1(CC(=O)F)[NH2+][C@H](C[C@@H](C)Br)[C@@H](OCCCC)O1
E_HOMO (eV): -12.7
Frontier orbital gap (eV): 9.70



Record 2
Formula: C4H7NO2
Source: OMol25
Level of theory: ωB97M-V with the def2-TZVPD basis set

Structure (XYZ):
```
14
C4H7NO2 ωB97M-V with the def2-TZVPD basis set
H 1.37 1.48 0.35
C -2.44 0.19 1.14
H -2.04 -0.35 1.96
H 2.87 0.86 -0.76
H -1.40 -0.61 -1.79
C -2.05 0.23 -0.06
O 2.05 -0.42 0.64
C 2.32 0.86 0.19
H 3.18 1.17 0.97
H -2.77 0.72 -0.76
C -1.06 -0.81 -0.81
N 1.00 -1.16 0.08
H -1.23 -1.82 -0.50
O 0.20 -0.33 -0.64
```

## Properties
2S+1: 3
E_HOMO (spin up / spin down) (eV): -8.1 / -10.4
<S²>: 2.015
Frontier orbital gap (spin up / spin down) (eV): 9.09 / 9.88
Energy above the lowest of the compared OMol25 structures with the same formula, charge and spin (eV): 3.652



Record 3
Formula: C20H18CdIN6O3Se
Source: OMol25
Level of theory: ωB97M-V with the def2-TZVPD basis set

Structure (XYZ):
```
50
C20H18CdIN6O3Se ωB97M-V with the def2-TZVPD basis set
O 4.44 1.21 1.47
H 0.94 2.31 1.34
C 1.55 3.31 -2.19
C -3.98 0.31 1.57
I 8.36 -1.75 -3.56
H -6.55 0.09 0.15
H -1.85 -0.20 -0.29
C -0.93 2.31 2.41
C 7.32 -0.11 -1.25
C 4.05 0.44 0.60
N -0.24 -2.84 0.83
N 3.24 6.33 -2.13
C 5.06 -0.10 -0.40
C -2.19 1.76 2.44
C 2.47 5.47 -2.18
C -5.67 -1.38 1.46
O -4.85 1.11 1.91
Se 0.54 -1.93 -1.93
C -3.28 -2.42 -0.48
H -2.29 -1.71 1.32
H 5.36 -2.26 -3.00
H -3.28 -1.54 -1.12
H 6.63 1.09 0.40
C -6.51 -0.99 0.25
Cd 1.31 0.38 -1.00
H 3.70 -1.44 -1.37
C 6.37 0.36 -0.35
C -3.28 -2.02 1.00
C 4.71 -1.04 -1.35
H -4.16 -3.01 -0.73
H -6.07 -0.92 2.35
C 5.64 -1.52 -2.26
N 1.50 4.57 -2.24
N 1.44 2.15 -2.21
H -2.39 -3.00 -0.71
N -4.26 -0.99 1.34
C -0.07 1.92 1.40
H 8.34 0.26 -1.21
H -3.52 -2.90 1.60
H -7.53 -1.36 0.38
C 6.94 -1.04 -2.20
H -0.60 3.02 3.15
C -1.64 0.50 0.50
N -0.43 1.05 0.45
H -6.11 -1.42 -0.67
H -5.68 -2.47 1.60
O 2.84 0.03 0.45
H -2.92 2.05 3.19
C 0.09 -2.48 -0.22
C -2.56 0.82 1.48
```

## Properties
Net charge: -1
E_HOMO (eV): -6.4
Frontier orbital gap (eV): 8.56
Energy above the lowest of the compared OMol25 structures with the same formula, charge and spin (eV): 0.613



Record 4
Formula: C4H7NO2
Source: OMol25
Level of theory: ωB97M-V with the def2-TZVPD basis set

Structure (XYZ):
```
14
C4H7NO2 ωB97M-V with the def2-TZVPD basis set
C -0.52 -1.10 -0.74
H -2.05 0.23 -1.48
C 1.32 0.94 1.10
N -0.57 -2.17 -1.41
H 1.27 1.99 1.39
H -0.18 -2.95 -0.88
C -0.99 0.26 -1.20
H -0.42 0.60 -2.06
H 1.87 0.85 0.16
O -0.03 -0.97 0.52
H 1.85 0.39 1.88
H -0.66 0.43 1.86
C -0.09 0.40 0.92
O -0.80 1.10 -0.07
```

## Properties
SMILES string: [H]/N=C1/CO[C@H](C)O1
E_HOMO (eV): -10.2
Frontier orbital gap (eV): 11.11
Energy above the lowest of the compared OMol25 structures with the same formula, charge and spin (eV): 1.159



Record 5
Formula: C6H10O
Source: OMol25
Level of theory: ωB97M-V with the def2-TZVPD basis set

Structure (XYZ):
```
17
C6H10O ωB97M-V with the def2-TZVPD basis set
H 0.10 -1.30 2.38
H -0.26 -1.64 -1.84
H -0.24 -2.66 0.38
H 0.66 1.05 2.14
H 0.57 0.67 -2.14
O -1.66 -0.31 -1.20
C 0.00 0.67 1.36
C -0.02 -0.84 1.40
H -1.00 1.02 1.65
C 0.65 0.21 -1.15
C 0.42 1.26 -0.02
H -0.31 2.05 -0.29
H -1.55 0.58 -0.85
H 1.36 1.80 0.08
H 1.66 -0.21 -1.06
C -0.21 -1.58 0.32
C -0.38 -0.91 -1.03
```

## Properties
SMILES string: O[C@@H]1C=CCCC1
E_HOMO (eV): -9.4
Frontier orbital gap (eV): 10.34
Energy above the lowest of the compared OMol25 structures with the same formula, charge and spin (eV): 0.402



Record 6
Formula: C4H6N2O
Source: OMol25
Level of theory: ωB97M-V with the def2-TZVPD basis set

Structure (XYZ):
```
13
C4H6N2O ωB97M-V with the def2-TZVPD basis set
N -1.27 2.01 0.64
H 2.80 -1.07 2.11
N 0.20 -1.40 0.36
C 1.22 0.01 0.19
C -1.44 0.72 -1.63
O 2.10 -1.68 1.84
C 1.42 -1.10 0.88
H -0.44 -1.53 1.16
C -1.36 1.44 -0.37
H -2.42 0.88 -2.10
H -0.65 1.07 -2.30
H -1.28 -0.35 -1.44
H 1.12 0.99 0.65
```

## Properties
SMILES string: OC1=CN1.CC#N
E_HOMO (eV): -8.7
Frontier orbital gap (eV): 9.12
Energy above the lowest of the compared OMol25 structures with the same formula, charge and spin (eV): 4.924